Below is C28H26N10O2RhS2 as an isolated structure in a non-equilibrium geometry, with properties calculated with ωB97M-V with the def2-TZVPD basis set.

Its charge is +1. The value obtained for the HOMO-LUMO gap (alpha / beta) is 6.454 / 4.466 eV. For the HOMO energy (alpha / beta), the calculation gives -9.583 / -10.127 eV. Its multiplicity is 5. The max |F| is 0.0812 Eh/bohr. For the total energy, the calculation gives -2687.2144 a.u.

Atoms and positions in Å:
1 Rh 12.841 8.995 10.051
2 C 9.789 6.456 13.987
3 C 10.761 5.528 13.545
4 C 11.624 5.923 12.556
5 C 11.738 7.294 12.226
6 C 10.796 8.214 12.695
7 C 9.778 7.731 13.537
8 N 12.878 7.739 11.579
9 C 14.068 7.585 12.233
10 C 14.366 7.164 13.504
11 C 15.686 7.169 13.981
12 C 16.735 7.252 13.086
13 C 16.478 7.687 11.745
14 C 15.173 7.963 11.343
15 N 14.827 8.668 10.180
16 N 15.712 8.933 9.295
17 C 15.069 9.629 8.314
18 C 15.766 10.119 7.252
19 C 15.209 11.043 6.408
20 C 13.863 11.453 6.624
21 C 13.120 10.812 7.554
22 N 13.758 9.892 8.461
23 H 9.084 6.190 14.716
24 H 10.740 4.484 13.875
25 H 12.443 5.287 12.153
26 H 10.747 9.226 12.309
27 H 8.893 8.323 13.824
28 H 13.510 6.775 14.072
29 H 15.922 6.835 14.968
30 H 17.723 6.769 13.296
31 H 17.309 7.717 11.020
32 H 16.700 9.576 7.087
33 H 15.834 11.385 5.619
34 H 13.402 12.098 5.915
35 H 12.037 10.899 7.698
36 N 5.659 10.259 12.223
37 C 6.586 10.093 11.239
38 C 7.422 8.965 11.224
39 C 8.351 8.800 10.215
40 C 8.281 9.648 9.116
41 C 7.433 10.797 9.091
42 C 6.672 11.063 10.208
43 S 9.386 9.413 7.726
44 O 8.694 8.481 6.859
45 O 9.663 10.803 7.372
46 N 10.774 8.829 8.319
47 C 11.476 7.756 7.973
48 N 12.493 7.426 8.801
49 C 13.231 6.370 8.548
50 C 13.042 5.576 7.441
51 C 11.941 5.951 6.661
52 N 11.152 6.975 6.900
53 H 5.296 9.499 12.780
54 H 5.152 11.150 12.413
55 H 7.499 8.283 12.049
56 H 9.108 7.997 10.271
57 H 7.357 11.320 8.142
58 H 6.230 12.055 10.460
59 H 13.937 6.187 9.341
60 H 13.601 4.714 7.160
61 H 11.654 5.487 5.725
62 N 11.739 13.254 11.233
63 C 11.718 11.982 10.839
64 N 10.708 11.473 10.119
65 S 13.103 11.067 11.269
66 H 10.867 13.812 11.134
67 H 12.598 13.680 11.568
68 H 10.035 11.986 9.532
69 H 10.802 10.454 9.871



Below is an isolated molecule of C28H26O3 in a non-equilibrium geometry, with properties calculated with ωB97M-V with the def2-TZVPD basis set.

The value obtained for the HOMO-LUMO gap is 7.892 eV. For the HOMO energy, the calculation gives -8.278 eV. The max |F| is 0.0748 Eh/bohr. The structure (SMILES) is COc1ccc(C2(C3C(=O)CC(C)(C)CC3=O)c3ccccc3-c3ccccc32)cc1. For the total energy, the calculation gives -1308.2553 a.u.

Atoms and positions in Å:
1 C -5.387 1.539 0.788
2 O -4.459 1.437 1.905
3 C -3.117 1.600 1.704
4 C -2.293 1.409 2.835
5 C -0.931 1.438 2.705
6 C -0.317 1.738 1.477
7 C 1.142 1.691 1.358
8 C 1.774 3.071 2.456
9 C 3.272 3.250 2.452
10 O 3.925 3.823 1.536
11 C 3.982 2.722 3.702
12 C 3.475 3.376 5.009
13 C 4.121 2.678 6.213
14 C 3.834 4.877 5.107
15 C 1.943 3.149 5.049
16 C 1.184 3.479 3.740
17 O 0.124 4.137 3.785
18 C 1.791 2.023 0.048
19 C 1.437 2.932 -0.961
20 C 2.299 3.068 -2.063
21 C 3.425 2.238 -2.206
22 C 3.719 1.268 -1.246
23 C 2.941 1.213 -0.096
24 C 3.013 0.297 1.030
25 C 3.854 -0.790 1.203
26 C 3.625 -1.658 2.270
27 C 2.487 -1.479 3.080
28 C 1.594 -0.418 2.864
29 C 1.894 0.532 1.886
30 C -1.158 1.930 0.352
31 C -2.538 1.901 0.456
32 H -6.368 1.361 1.233
33 H -5.346 2.545 0.342
34 H -5.169 0.771 0.029
35 H -2.748 1.205 3.795
36 H -0.314 1.241 3.577
37 H 1.319 3.689 1.646
38 H 5.058 2.888 3.570
39 H 3.813 1.633 3.779
40 H 3.886 1.602 6.221
41 H 5.213 2.791 6.191
42 H 3.759 3.118 7.153
43 H 3.384 5.470 4.308
44 H 3.496 5.285 6.069
45 H 4.923 5.017 5.075
46 H 1.761 2.080 5.296
47 H 1.494 3.758 5.856
48 H 0.521 3.536 -0.888
49 H 2.063 3.819 -2.811
50 H 4.058 2.339 -3.077
51 H 4.549 0.566 -1.343
52 H 4.674 -0.937 0.500
53 H 4.303 -2.480 2.460
54 H 2.264 -2.194 3.874
55 H 0.674 -0.370 3.443
56 H -0.730 2.077 -0.637
57 H -3.155 2.071 -0.426



Below is C28H27Cl3IrN3OSe as an isolated structure in a non-equilibrium geometry, with properties calculated with ωB97M-V with the def2-TZVPD basis set.

Its charge is +1. The value obtained for the HOMO-LUMO gap (alpha / beta) is 6.532 / 6.002 eV. For the HOMO energy (alpha / beta), the calculation gives -10.667 / -10.697 eV. Its multiplicity is 2. The max |F| is 0.0547 Eh/bohr. For the total energy, the calculation gives -5208.7534 a.u.

Atoms and positions in Å:
1 Ir -0.580 1.087 0.035
2 C -1.277 -0.332 -2.644
3 N -0.304 0.651 -2.126
4 C -0.522 1.989 -2.764
5 C 1.086 0.297 -2.323
6 C 1.593 -0.040 -3.562
7 C 2.966 -0.093 -3.756
8 C 3.810 0.288 -2.718
9 C 3.293 0.558 -1.464
10 C 1.920 0.442 -1.230
11 N 1.296 0.496 0.014
12 C 1.873 0.098 1.208
13 C 3.097 -0.569 1.349
14 C 3.604 -0.846 2.604
15 C 2.891 -0.500 3.746
16 C 1.635 0.070 3.607
17 C 1.130 0.340 2.351
18 N -0.216 0.850 2.177
19 C -0.401 2.169 2.842
20 C -1.209 -0.135 2.674
21 H -1.250 -0.384 -3.735
22 H -2.277 -0.037 -2.340
23 H -1.053 -1.314 -2.232
24 H -0.342 1.936 -3.840
25 H 0.163 2.713 -2.328
26 H -1.546 2.315 -2.586
27 H 0.925 -0.221 -4.396
28 H 3.370 -0.371 -4.720
29 H 4.876 0.376 -2.885
30 H 3.939 0.897 -0.665
31 H 3.631 -0.905 0.474
32 H 4.563 -1.339 2.689
33 H 3.288 -0.707 4.731
34 H 1.052 0.301 4.490
35 H -0.252 2.092 3.921
36 H -1.412 2.524 2.654
37 H 0.309 2.881 2.430
38 H -1.131 -0.258 3.756
39 H -1.035 -1.096 2.191
40 H -2.211 0.213 2.436
41 Cl -5.788 6.118 0.022
42 C -4.290 5.256 0.026
43 C -4.296 3.879 0.026
44 C -3.077 3.227 0.025
45 Cl -3.019 1.479 0.030
46 C -1.836 3.863 0.018
47 O -0.697 3.217 -0.005
48 C -1.891 5.272 0.028
49 Cl -0.398 6.132 0.037
50 C -3.090 5.955 0.032
51 H -5.228 3.329 0.026
52 H -3.089 7.036 0.039
53 Se 0.470 -2.810 -0.050
54 C 0.075 -4.638 -0.024
55 C -0.707 -5.187 1.002
56 C -1.010 -6.537 0.990
57 C -0.537 -7.349 -0.036
58 C 0.243 -6.812 -1.056
59 C 0.553 -5.464 -1.053
60 H -1.063 -4.551 1.802
61 H -1.614 -6.960 1.782
62 H -0.773 -8.406 -0.036
63 H 0.607 -7.448 -1.853
64 H 1.164 -5.038 -1.838



Below is C28H27HgN3SSi as an isolated structure in a non-equilibrium geometry, with properties calculated with ωB97M-V with the def2-TZVPD basis set.

The value obtained for the HOMO-LUMO gap (alpha / beta) is 5.197 / 5.205 eV. For the HOMO energy (alpha / beta), the calculation gives -5.969 / -5.977 eV. The max |F| is 0.0568 Eh/bohr. For the total energy, the calculation gives -2088.3344 a.u.

Atoms and positions in Å:
1 C 1.736 -2.648 -0.235
2 C 0.320 -2.742 -0.300
3 C -0.111 -2.205 -1.527
4 H -0.333 -3.173 0.461
5 C 1.045 -1.716 -2.244
6 C 2.201 -2.004 -1.402
7 H 3.253 -1.844 -1.660
8 H 2.351 -3.060 0.568
9 H -1.139 -2.161 -1.892
10 H 1.095 -1.522 -3.321
11 Hg 1.324 0.350 -1.234
12 C -2.697 -0.781 1.539
13 H -1.936 -1.570 1.479
14 H -2.527 -0.115 2.401
15 H -3.722 -1.158 1.461
16 Si -2.146 0.513 -0.258
17 C -3.702 1.487 0.293
18 C -4.917 0.778 0.428
19 H -4.970 -0.288 0.191
20 C -6.090 1.408 0.855
21 H -6.997 0.816 0.963
22 C -6.089 2.778 1.126
23 H -7.003 3.264 1.476
24 C -4.898 3.495 0.973
25 H -4.896 4.563 1.186
26 C -3.712 2.869 0.550
27 H -2.793 3.441 0.398
28 C -2.621 0.348 -2.092
29 C -3.954 0.458 -2.562
30 H -4.770 0.654 -1.878
31 C -4.267 0.372 -3.928
32 H -5.314 0.455 -4.239
33 C -3.255 0.172 -4.875
34 H -3.502 0.037 -5.930
35 C -1.922 0.103 -4.441
36 H -1.111 -0.071 -5.159
37 C -1.622 0.254 -3.087
38 H -0.564 0.312 -2.797
39 H -1.775 -2.214 3.940
40 H -2.492 -2.412 3.848
41 N 4.874 0.741 2.120
42 C 5.363 -0.552 2.168
43 C 6.238 -1.162 3.053
44 C 6.495 -2.532 2.855
45 C 5.848 -3.240 1.826
46 C 4.981 -2.597 0.929
47 C 4.725 -1.228 1.106
48 N 3.891 -0.348 0.447
49 C 3.993 0.840 1.079
50 C 3.297 2.080 0.766
51 C 3.539 3.301 1.345
52 S 2.472 4.507 0.719
53 C 1.741 3.348 -0.312
54 N 2.262 2.110 -0.181
55 H 5.137 1.490 2.750
56 H 6.691 -0.577 3.850
57 H 7.200 -3.055 3.502
58 H 6.030 -4.314 1.717
59 H 4.489 -3.112 0.110
60 H 4.317 3.477 2.080
61 H 0.938 3.585 -1.005